This record from the OMol25 dataset describes a molecular structure, C29H38N4O2OsP2 at a distorted geometry. The level of theory is the ωB97M-V functional and the def2-TZVPD basis.

Its charge is +2. For the total energy, the calculation gives -61764.156 eV. As for the multiplicity: 5. The calculation puts the gap between HOMO and LUMO (spin up / spin down) at 5.41 / 3.02 eV.

The geometry in XYZ format:
```
76
Properties=species:S:1:pos:R:3:forces:R:3:mulliken_charge:R:1
Os 0.109083 1.660133 -1.260291 -2.31 -3.39 6.48 -0.061
C -1.316243 1.892129 -2.651339 -1.25 -0.53 -1.83 -0.325
C -0.756209 0.543860 -2.759408 -0.67 0.67 -1.21 0.141
C 0.218532 0.285458 -3.857496 0.95 0.15 -0.72 -1.124
C 1.397448 1.339474 -3.805182 0.33 -1.06 -1.29 -1.062
C 1.623971 1.927638 -2.441466 1.48 1.48 -0.58 -0.126
C 1.010480 3.197599 -1.958976 1.41 1.72 -2.42 0.169
C 0.142881 4.002265 -2.895738 -0.63 0.33 -0.20 -1.089
C -0.981339 3.124355 -3.497678 -0.67 0.46 -0.61 -0.944
C 0.464365 2.054305 0.769495 -0.21 0.11 0.37 -1.533
H -2.373090 1.875994 -2.414447 0.03 0.03 0.81 0.500
H -1.373819 -0.308903 -2.465237 -0.15 0.50 0.05 0.802
H -0.285194 0.389501 -4.836573 0.15 -0.18 0.37 0.418
H 0.599591 -0.756935 -3.808922 -0.05 0.64 -0.03 0.367
H 2.312131 0.769285 -4.049338 -0.32 0.44 -0.12 0.410
H 1.294594 2.124046 -4.580720 -0.03 -0.44 0.45 0.329
H 2.635911 1.761417 -2.083066 0.00 -0.19 0.38 0.712
H 1.526682 3.812120 -1.231701 0.35 -0.14 0.19 0.743
H 0.729574 4.464500 -3.711193 -0.17 -0.03 0.51 0.339
H -0.362158 4.794467 -2.304234 0.58 -0.25 -0.40 0.371
H -1.884496 3.763377 -3.514932 0.34 -0.47 -0.07 0.428
H -0.805230 2.870196 -4.553181 0.11 -0.10 0.34 0.326
H -0.353264 2.778330 0.907551 0.19 0.34 0.17 0.625
H 1.433985 2.543691 0.957404 -0.36 0.01 0.08 0.649
H 0.309270 1.253955 1.510462 0.15 0.56 -0.47 0.193
P 1.756299 -0.745906 0.719441 0.84 0.08 1.30 -0.826
P -1.875169 -0.766859 0.914519 -2.57 2.46 -2.71 0.264
N 3.334553 -0.356462 -0.075481 0.70 0.19 -0.76 1.120
N 2.597807 -1.710209 1.914782 -0.25 0.09 0.17 1.086
N -3.237227 0.278448 -0.049863 1.29 -0.23 0.18 1.511
N -3.065390 -1.810289 1.527012 0.48 -0.51 0.37 0.549
C 0.757330 -1.913976 -0.339097 0.66 -0.42 -0.34 -0.479
C -0.804208 -2.036571 -0.156323 0.13 -0.58 0.33 -1.301
C 3.910696 0.918107 0.035845 -0.82 -1.93 -0.13 -0.606
C 5.265443 0.841393 -0.312193 0.94 -1.96 -0.61 -0.565
C 5.543213 -0.530089 -0.612445 1.15 2.39 0.15 -0.822
C 4.363728 -1.241228 -0.433207 -1.79 0.48 0.21 -0.089
C 3.188408 -1.057997 3.027179 -0.09 -1.28 -0.49 -0.708
C 3.995377 -1.978375 3.671838 -0.26 0.35 -0.38 -0.738
C 3.950327 -3.206075 2.938212 -0.45 0.55 -0.69 -0.817
C 3.119287 -3.004721 1.843235 0.31 0.37 0.67 -0.424
C -3.261060 1.671846 -0.090338 -0.79 0.64 -0.28 -0.950
C -4.461594 2.112403 -0.662203 1.36 -0.05 0.31 -0.607
C -5.166633 0.958471 -1.088527 1.49 -0.82 0.84 -0.932
C -4.391623 -0.141095 -0.696068 -0.91 0.12 -0.55 -0.774
C -4.334233 -1.466170 2.043904 0.01 -1.32 0.50 -0.421
C -4.748647 -2.502712 2.863961 1.00 0.84 -0.64 -0.771
C -3.664025 -3.439045 2.970746 0.59 0.24 -0.36 -0.791
C -2.634902 -2.986460 2.173502 -1.00 -0.24 0.28 -0.312
H 1.228127 -2.906286 -0.204349 -0.52 0.25 -0.24 0.570
H 0.933401 -1.634591 -1.397418 0.16 0.02 0.53 0.096
H -1.259870 -1.887087 -1.157455 0.03 0.00 0.72 0.425
H -1.024042 -3.085331 0.141781 -0.03 0.79 -0.14 0.757
H 3.313281 1.745151 0.372255 -0.04 0.16 0.02 0.504
H 5.963576 1.667512 -0.363002 -0.13 -0.13 0.06 0.511
H 6.521191 -0.914246 -0.939734 -0.74 0.11 0.27 0.461
H 4.145543 -2.297272 -0.558013 0.18 0.26 -0.03 0.501
H 2.973465 -0.018117 3.223402 -0.06 -0.10 0.12 0.477
H 4.572586 -1.784778 4.572904 -0.21 -0.08 -0.28 0.482
H 4.479584 -4.119122 3.174998 -0.10 0.12 -0.04 0.487
H 2.861879 -3.643946 1.009039 -0.03 -0.13 0.32 0.494
H -2.463332 2.278812 0.317134 -0.27 -0.22 0.10 0.296
H -4.785551 3.160784 -0.749239 0.33 -0.73 0.01 0.453
H -6.103808 0.959316 -1.607666 -0.21 -0.28 -0.02 0.533
H -4.632226 -1.185677 -0.816850 0.13 -0.01 0.08 0.512
H -4.822483 -0.547481 1.777847 -0.01 -0.01 -0.13 0.510
H -5.713636 -2.573408 3.340446 0.08 0.04 0.02 0.469
H -3.639229 -4.334888 3.584700 -0.04 0.22 -0.24 0.460
H -1.632345 -3.348999 1.980146 -0.42 -0.23 0.22 0.460
C -0.328797 -1.121067 3.550616 -0.48 0.30 0.10 -0.329
O -1.391940 -0.117524 3.634955 0.63 -0.32 -1.40 -0.304
C -1.930561 0.364595 2.478533 -0.61 2.37 2.00 0.219
O -2.550997 1.415072 2.461368 1.71 -2.87 0.09 -0.437
H -0.655694 -1.998349 4.117651 0.14 0.25 -0.13 0.451
H 0.599730 -0.696882 3.958631 -0.48 -0.05 -0.04 0.306
H -0.113028 -1.424879 2.505093 -0.26 0.14 0.39 -0.217
```
Forces are in eV/Å.